16
Properties=species:S:1:pos:R:3:forces:R:3 method="wB97M-V/def2-TZVPD" de_lowest_ev=1.7056 lumo_ev=1.2 gap_ev=10.623 smiles=COC1CCC1 spin_multiplicity=1
C -2.2596 -0.5164 0.2648 -0.3 0.0 -0.1
O -1.0345 -0.7128 0.9293 0.1 -0.1 -0.1
C -0.1093 0.2038 0.4354 0.0 0.7 0.0
C 0.3538 0.1839 -1.0430 -0.1 0.2 -0.2
C 1.8251 0.0794 -0.5755 0.1 0.1 -0.1
C 1.3506 0.0457 0.9028 0.0 0.2 0.2
H -2.2904 -1.0823 -0.6757 -0.1 0.1 0.1
H -2.3876 0.5528 0.0317 -0.2 -0.2 0.1
H -3.0708 -0.8416 0.9185 0.1 0.0 -0.1
H -0.5180 1.2505 0.5847 0.4 -0.9 0.4
H -0.0215 -0.5499 -1.7645 0.1 0.0 0.4
H 0.0924 1.1793 -1.3865 0.2 0.0 -0.7
H 2.4311 0.9506 -0.8381 0.0 -0.1 0.0
H 2.3653 -0.8145 -0.9065 -0.2 0.1 0.1
H 1.6178 -0.8705 1.4431 -0.4 0.2 -0.2
H 1.6393 0.9028 1.5090 0.3 -0.1 0.0



22
Properties=species:S:1:pos:R:3:forces:R:3 method="wB97M-V/def2-TZVPD" de_lowest_ev=8.3245 charge=+2 lumo_ev="-11.8 / -10.3" gap_ev="4.498 / 7.426" spin_multiplicity=2
C -3.0642 0.7737 -1.5646 0.9 -0.1 -1.1
C -3.2474 -0.4400 -0.6598 -0.6 -0.7 1.8
C -2.7676 -0.2678 0.7729 1.5 -0.2 -2.0
C -3.4585 -0.6267 1.9353 -1.7 0.6 0.3
C -0.4035 0.0531 -0.2633 -1.0 0.4 4.2
N -1.4960 0.0958 0.8222 0.0 0.0 -1.0
H -3.8293 0.7595 -2.3765 0.5 0.4 0.8
H -2.0911 0.5556 -2.0805 -0.8 0.7 0.2
H -2.9497 1.7543 -1.0510 -0.5 -0.7 -0.4
H -2.5211 -1.2005 -0.9752 -0.6 -0.4 -0.3
H -4.2521 -0.8757 -0.5745 0.3 0.2 -0.6
H -4.5500 -0.5337 1.8798 0.4 -0.4 0.0
H -3.0638 -0.9219 2.9046 0.4 0.2 -0.3
H 0.1300 -0.8597 -0.0556 -0.2 -1.0 -1.1
H 0.2590 0.8221 0.0989 0.2 1.0 -1.1
H -1.2912 0.5334 1.6988 1.1 0.1 0.6
H 7.3091 0.6291 -1.4991 0.5 1.0 1.6
H 5.8468 -0.1111 -1.5432 1.8 3.0 1.9
O 6.8466 0.9938 -0.6658 -3.4 -5.2 -3.4
H 6.3447 0.1004 0.1423 1.5 1.2 0.1
H 6.3855 -0.7322 1.9316 0.2 0.2 -0.2
O 5.8637 -0.5017 1.1225 -0.4 -0.2 -0.1



89
Properties=species:S:1:pos:R:3:forces:R:3 method="wB97M-V/def2-TZVPD" lumo_ev="0.1 / -2.1" gap_ev="5.889 / 6.823" spin_multiplicity=3
Cu -3.5106 -1.8113 0.1835 1.5 1.7 0.1
C 0.3234 0.5949 -0.3607 -1.0 -0.1 -0.1
C -0.5703 -0.4005 0.3909 -1.1 0.0 -0.2
O -1.9963 -0.1379 0.2878 0.8 -1.1 0.0
H 0.2537 1.5871 0.0852 0.5 -0.3 0.7
H -0.0145 0.8153 -1.3733 0.0 -0.6 -0.3
H 1.3268 0.1699 -0.3839 0.2 0.5 0.1
H -0.1940 -0.4863 1.4103 -0.4 0.6 0.6
H -0.3453 -1.4155 0.0632 -0.2 -0.3 -0.8
C -4.2456 2.5446 -0.2411 0.9 0.8 0.7
C -3.1591 3.1217 -1.0840 0.3 0.1 -0.8
O -2.3815 2.0873 -1.7110 -0.2 1.0 -0.4
O -3.6736 2.1596 1.0062 -0.9 -0.1 0.0
H -4.7046 1.7377 -0.8124 -0.3 -0.2 0.3
H -4.9379 3.3583 -0.0250 -0.4 -0.3 0.1
H -2.5394 3.8195 -0.5208 0.3 -0.3 0.4
H -3.6246 3.7868 -1.8113 0.1 -0.5 -0.8
H -2.1892 1.4030 -1.0658 -0.1 -0.5 0.5
H -3.1245 1.3888 0.8455 0.4 -0.6 0.1
C -0.7781 -0.6544 6.6909 -2.5 -0.4 0.4
C -1.5192 -1.4889 5.6177 0.4 1.5 1.2
O -1.2691 -0.7793 4.4414 0.0 -0.4 -1.4
O 0.5893 -0.8424 6.6885 1.2 -0.3 0.1
H -1.1192 -0.8328 7.7107 -0.6 -0.2 0.1
H -0.9802 0.3891 6.4493 -0.4 0.1 0.0
H -2.6009 -1.4200 5.7328 0.0 -0.1 0.4
H -1.2274 -2.5387 5.6483 0.3 -0.1 -0.3
H -0.3173 -0.6901 4.3542 0.3 -0.2 -0.3
H 0.8178 -0.2685 7.4233 1.1 -0.1 -0.1
C 2.8137 -0.1220 3.6932 0.8 -0.9 0.2
C 2.9205 -1.6068 4.0964 -0.1 0.4 -0.7
O 1.6698 -2.1633 4.3375 -1.4 -0.5 0.0
O 2.4524 0.5857 4.8562 -0.2 0.6 0.3
H 2.1211 0.0841 2.8771 -0.2 -0.4 0.0
H 3.7929 0.2010 3.3399 0.2 0.2 0.1
H 3.4762 -1.7371 5.0251 0.7 0.4 -0.2
H 3.3424 -2.2120 3.2940 0.4 0.2 0.0
H 1.4165 -1.9056 5.2269 -0.2 0.1 0.3
H 1.6370 1.0660 4.6952 0.0 0.0 0.0
C 2.0030 -2.5651 -1.8724 -1.7 -1.6 -1.3
C 0.9876 -3.8151 -2.1050 2.6 0.8 -0.5
O 1.7008 -5.0623 -1.9958 -0.5 0.1 0.7
O 2.8745 -2.3928 -3.0292 -0.9 0.0 1.0
H 2.6011 -2.6927 -0.9702 -0.2 0.0 0.1
H 1.2917 -1.7405 -1.8253 0.6 0.5 0.0
H 0.6228 -3.7267 -3.1283 -0.3 0.3 0.0
H 0.1419 -3.8037 -1.4174 0.3 -0.1 0.2
H 2.2805 -5.2129 -2.7460 -0.2 0.2 -0.2
H 3.2215 -3.2638 -3.2356 0.3 0.0 -0.1
C -0.0743 1.4147 -5.9912 -1.6 -0.5 0.2
C -0.7086 0.1444 -5.3798 0.8 0.6 -1.4
O -0.2668 -0.0954 -4.0927 0.4 -0.3 1.1
O -0.6563 2.5110 -5.2642 0.7 -0.1 -0.4
H -0.4027 1.4348 -7.0303 -0.3 0.3 -0.2
H 1.0117 1.3747 -6.0763 0.1 0.1 0.8
H -0.4148 -0.6792 -6.0305 -0.1 -0.3 0.1
H -1.7941 0.2388 -5.3493 -0.1 0.1 -0.5
H -0.7513 0.5462 -3.5682 0.0 0.2 0.5
H 0.0262 3.0927 -4.9216 0.1 0.0 0.0
C 3.1905 2.8158 -3.4283 1.1 0.1 -0.2
C 2.9323 1.3879 -2.9497 -1.0 0.5 -0.3
O 3.5211 0.5340 -3.8986 0.5 -0.2 -0.2
O 4.5556 3.2137 -3.1845 -0.3 0.2 0.5
H 2.5528 3.6154 -3.0514 -0.1 -0.4 0.6
H 3.0989 2.9017 -4.5110 -0.5 -0.6 -0.2
H 1.8707 1.1490 -2.8850 -0.4 0.4 -0.2
H 3.2962 1.1826 -1.9430 0.5 0.4 0.2
H 3.2700 -0.3631 -3.6665 0.0 -0.4 -0.1
H 5.1075 2.4313 -3.1149 -0.1 -0.2 -0.2
C 1.2985 4.7156 0.9763 0.7 0.7 -1.1
C 1.5576 4.3610 -0.5258 -0.2 0.4 1.4
O 0.4177 3.8709 -1.1684 -0.4 -0.1 -0.1
O 1.3020 3.5622 1.7726 -0.2 -1.0 -0.1
H 0.3761 5.2933 1.0366 -0.3 -0.2 0.0
H 2.0934 5.3861 1.3031 0.3 0.1 0.0
H 2.3534 3.6183 -0.5814 0.4 0.1 0.0
H 1.8226 5.2803 -1.0481 0.3 -0.1 0.1
H 0.1625 3.1025 -0.6526 -0.5 -0.2 -0.3
H 1.2625 3.7565 2.7119 -0.1 0.3 -0.1
C -3.2005 -4.7079 1.2785 0.4 -1.0 1.8
C -4.4610 -4.7656 0.4584 0.3 -0.4 -0.7
O -4.9369 -3.4790 0.0361 0.0 -0.5 0.9
O -2.3320 -3.7232 0.8799 0.9 2.4 -2.1
H -2.6277 -5.6339 1.2292 -0.6 -0.6 -0.2
H -3.2930 -4.4922 2.3429 -1.2 -0.5 0.3
H -5.2413 -5.2897 1.0103 0.1 -0.1 0.1
H -4.2880 -5.2722 -0.4911 0.3 -0.6 0.2
H -5.8420 -3.6841 -0.2094 -0.5 0.8 -0.3
H -1.4454 -3.8610 1.2214 0.1 0.1 0.1



92
Properties=species:S:1:pos:R:3:forces:R:3 method="wB97M-V/def2-TZVPD" charge=-1 lumo_ev=-2.4 gap_ev=1.365 spin_multiplicity=1
C 2.5434 -0.3386 1.5530 -0.5 -0.7 1.1
C 1.8178 0.9289 2.2232 0.5 1.1 -1.2
C 0.2456 0.7604 2.3750 0.6 -0.4 1.0
C -0.2148 -0.1774 3.6199 -0.2 -1.4 -1.3
C 0.3692 -1.7002 3.6278 -0.6 1.8 0.3
O -0.3091 -2.1525 2.4135 0.2 -0.7 2.1
B -1.7467 -1.8044 2.5665 3.2 3.0 -3.1
C -2.4377 -1.3449 1.1399 -1.3 -0.6 -1.0
C -3.5389 -0.1955 1.2690 -1.0 -1.4 -1.1
C -4.9025 -0.6995 1.9743 0.7 1.3 -0.9
F -4.9903 -0.0546 3.2916 0.2 -0.7 -0.9
S -2.7177 -3.2276 3.3583 -4.2 1.4 -0.8
O -3.5695 -4.0386 2.3860 4.6 2.0 0.5
O -3.6783 -2.5663 4.3885 4.4 0.8 -1.7
C -1.6789 -4.4588 4.3319 1.1 -2.7 1.7
F -1.4444 -4.0035 5.6767 -0.2 -1.3 -3.7
F -2.5039 -5.6686 4.4719 3.1 2.1 0.0
F -0.5232 -4.8767 3.6844 -2.7 1.3 2.0
O -1.6231 -0.5446 3.3458 -0.2 2.0 2.0
H 3.3082 -0.0635 0.7655 -0.9 -0.1 1.1
H 3.0222 -0.9071 2.4259 -0.4 0.7 -1.6
H 1.8014 -1.0519 1.0635 0.8 1.1 0.6
H 2.3493 1.2596 3.1818 -0.9 -0.7 -1.1
H 1.9773 1.7966 1.4866 -0.5 -1.2 1.1
H -0.1831 0.4124 1.3797 0.4 0.6 1.2
H -0.1786 1.8395 2.6009 0.6 -0.8 -0.6
H -0.2814 0.3674 4.6334 0.7 -0.7 -0.9
H 1.4993 -1.8089 3.6578 -1.5 0.1 -0.5
H -0.0677 -2.0733 4.6247 0.5 -0.1 -1.5
H -2.9632 -2.2204 0.5991 0.4 1.3 0.7
H -1.6561 -0.9667 0.3867 -0.7 -0.5 1.4
H -3.8564 0.0617 0.1956 0.6 -0.1 1.5
H -3.1648 0.7858 1.7249 -0.4 -0.9 -0.3
H -5.7646 -0.2621 1.3643 1.0 -0.9 1.1
H -4.9471 -1.8330 2.0485 -0.1 1.5 -0.2
Mg -1.8859 1.6730 3.6240 -0.1 -1.8 -1.2
C 6.3693 -1.1958 3.6466 0.5 -0.1 -0.3
C 4.9984 -1.8622 3.6906 0.3 1.4 0.8
O 4.8912 -2.9486 3.0393 -0.1 -1.5 0.5
O 4.1387 -1.2621 4.3616 0.0 -0.8 -0.5
H 7.0733 -1.7726 3.0426 -0.1 0.1 0.0
H 6.2815 -0.1964 3.2151 0.0 0.0 0.1
H 6.7714 -1.1096 4.6589 -0.1 0.1 0.0
C 1.6253 0.4026 -5.5234 0.5 -0.2 -0.1
C 0.2007 0.1638 -4.9753 1.5 0.9 -2.7
C -0.4535 -1.0150 -5.7280 -0.3 -0.8 0.7
C 0.1183 -2.3959 -5.4053 0.0 -0.2 -0.3
C 0.7079 -2.4980 -3.9993 0.3 0.1 -0.4
C 0.1616 -1.4642 -2.9917 1.2 -2.5 0.7
N 0.3843 -0.1228 -3.5436 -4.9 3.9 2.9
O -0.0159 0.8157 -2.7529 1.5 -4.0 -4.2
C 1.0043 -1.6218 -1.7097 0.1 0.4 0.3
C -1.3009 -1.7906 -2.6478 -0.5 0.6 -0.2
C -0.6391 1.4114 -5.3210 0.8 0.6 1.9
H 2.0984 1.2565 -5.0313 -0.1 0.0 0.1
H 1.6062 0.6124 -6.5962 -0.2 -0.1 0.2
H 2.2762 -0.4637 -5.3715 0.0 0.0 0.0
H -1.5242 -1.0287 -5.5103 0.1 0.4 0.0
H -0.3867 -0.8510 -6.8083 0.1 0.4 0.3
H -0.6731 -3.1414 -5.5315 0.0 0.1 0.0
H 0.8923 -2.6583 -6.1341 0.0 0.0 0.1
H 0.5611 -3.5140 -3.6213 -0.1 0.3 0.2
H 1.7946 -2.3768 -4.0793 0.0 0.1 0.2
H 2.0496 -1.3513 -1.8897 -0.1 0.0 0.0
H 0.9884 -2.6580 -1.3594 -0.1 0.0 -0.3
H 0.6292 -0.9965 -0.8949 0.0 0.2 -0.3
H -1.3763 -2.8018 -2.2367 0.3 0.1 -0.1
H -1.9646 -1.7453 -3.5139 0.1 0.1 0.0
H -1.6999 -1.1097 -1.8929 0.2 0.1 -0.1
H -0.6695 1.5642 -6.4014 0.0 -0.4 0.1
H -0.2156 2.3244 -4.8863 0.2 -0.1 0.1
H -1.7085 1.3085 -4.9676 1.5 0.1 -0.1
Mg 5.7105 -4.7949 3.9954 -0.5 0.9 -0.5
F -0.1107 1.3242 -0.8231 0.3 0.4 2.3
Cs -4.8401 -4.6071 4.3357 -7.0 -4.2 2.6
C 4.1438 2.8641 -7.8561 -0.2 0.0 0.1
Cl 4.6232 3.2142 -6.1828 -0.1 -0.1 -0.3
Cl 4.5190 1.1705 -8.2368 0.0 0.2 0.1
Cl 2.4014 3.1401 -8.0421 0.3 0.0 0.0
Cl 5.0350 3.9310 -8.9629 -0.1 -0.1 0.1
F -5.1622 -3.4254 0.1142 0.1 0.3 0.5
Cl -3.2287 0.9116 -5.8910 -2.5 -0.5 -0.8
C -1.3349 7.4664 4.8567 0.2 0.5 0.7
C -2.1052 7.9374 3.6597 -0.4 0.7 -0.1
O -1.7624 6.9814 2.6641 0.3 -0.6 0.3
C -1.3804 5.8506 3.3081 0.1 -0.3 -0.4
O -1.1874 4.7991 2.7678 -0.3 0.1 0.5
O -1.2454 6.0625 4.6440 -0.1 -0.2 -0.5
H -1.8451 7.6859 5.7951 0.1 -0.2 0.0
H -0.3248 7.8831 4.8959 0.0 -0.1 0.0
H -3.1868 7.9093 3.8194 0.1 0.0 0.0
H -1.8195 8.9425 3.3484 0.0 -0.2 -0.2